(1)
The following is a quantum chemistry calculation of a molecular structure, C4H7NS3 in a non-equilibrium geometry, from OMol25.

```
15
Properties=species:S:1:pos:R:3:forces:R:3
C 1.749508 0.437966 -0.114193 -2.150 1.027 0.504
C -0.873951 -0.750327 -0.204454 0.335 0.905 0.041
C -1.590652 -0.167045 1.036532 -0.556 -3.234 1.569
C -1.555308 0.277751 -1.147052 1.240 -3.583 -3.214
H 3.631107 0.898111 0.909391 -2.646 -1.459 -4.074
H 3.509515 -0.731915 0.606292 -2.753 2.505 -2.828
H -1.178040 -1.784496 -0.402036 -0.376 0.330 0.103
H -1.959804 -1.104126 1.680417 0.513 2.516 -0.892
H -1.120273 0.614543 1.595152 0.816 -0.168 0.531
H -1.949485 -0.353791 -1.985761 0.142 0.987 0.225
H -0.790849 0.924264 -1.531362 -0.450 1.002 -0.013
N 3.052694 0.211249 0.035133 7.065 -0.134 6.646
S 0.928811 1.896932 -0.158485 1.471 -0.411 0.428
S 0.937755 -1.052811 -0.310527 -1.231 -1.004 0.009
S -2.791028 0.683691 -0.009049 -1.420 0.720 0.964
```
Forces are in eV/Å.

Computed properties:
ΔE to the lowest compared entry with this formula, charge and spin	67.7	kcal/mol
Kohn-Sham gap	8.0195	eV
E_tot	-38254.192	eV

***

(2)
The following is a quantum chemistry calculation of a gas-phase ion, C4H7O2 (charge +1) in a non-equilibrium geometry, from OMol25.

```
13
Properties=species:S:1:pos:R:3:forces:R:3
C -1.809989 -0.690854 0.059449 -1.741 1.649 -0.775
C -0.572816 -0.889684 -0.475985 -0.827 1.196 0.802
C -0.127250 1.338775 -0.187229 0.400 4.969 1.598
C 1.673783 -0.180453 0.291251 2.282 0.423 -0.385
O -2.389295 0.359036 0.321040 1.061 1.078 0.646
O 0.305750 0.126959 -0.148366 0.038 -2.541 -1.658
H -2.372849 -1.555826 0.123005 -1.185 -2.312 0.371
H -0.344285 -1.838058 -0.776451 1.995 -1.912 -0.748
H -0.768821 1.909422 -0.856797 -0.212 -1.530 -0.498
H 0.537478 2.008401 0.399400 -0.706 -0.627 -0.134
H 2.365648 0.231483 -0.558859 -1.217 -1.457 1.621
H 1.819052 0.425280 1.175769 0.018 0.218 0.159
H 1.683598 -1.244480 0.633777 0.093 0.847 -0.997
```
Forces are in eV/Å.

Computed properties:
net charge	+1
ΔE to the lowest compared entry with this formula, charge and spin	140.2	kcal/mol
Kohn-Sham gap (alpha / beta)	8.7806 / 7.3506	eV
E_tot	-8342.186	eV

***

(3)
The following is a quantum chemistry calculation of 2 unconnected molecules or ions with the total composition C4H7O2S in a non-equilibrium geometry, from OMol25.

```
14
Properties=species:S:1:pos:R:3:forces:R:3
O -3.324385 -0.412098 -0.008902 -0.179 -0.082 -0.031
C -2.190178 0.118500 0.094631 0.291 0.112 -0.156
O -1.918875 1.282647 0.470469 -0.178 -0.129 0.042
C -0.982500 -0.782288 -0.324479 -0.231 0.064 1.079
C 0.357116 -0.424489 0.371492 -0.875 -0.397 -0.616
C 1.001692 0.870667 -0.069390 2.324 -0.442 0.069
S 4.104121 0.090955 -0.104347 0.669 -0.154 -0.040
H -0.927289 -0.762268 -1.412607 0.254 0.103 -0.166
H -1.270435 -1.809076 -0.046754 0.092 0.158 -0.146
H 0.179976 -0.445694 1.451047 0.030 0.194 -0.011
H 1.055047 -1.243139 0.171054 0.114 0.067 -0.030
H 2.120104 0.747168 0.062296 -0.863 0.089 0.273
H 1.016796 1.005961 -1.150160 -0.761 0.254 -0.099
H 0.778811 1.763159 0.495645 -0.687 0.163 -0.168
```
Forces are in eV/Å.

Computed properties:
net charge	-2
ΔE to the lowest compared entry with this formula, charge and spin	0.0	kcal/mol
Kohn-Sham gap (alpha / beta)	6.9494 / 6.0985	eV
expectation value of S²	0.7541
E_tot	-19190.465	eV
2S+1	2

***

(4)
The following is a quantum chemistry calculation of a molecular structure, C4H7O2Zn in a non-equilibrium geometry, from OMol25.

```
14
Properties=species:S:1:pos:R:3:forces:R:3
O 1.692198 -1.059194 0.547584 -2.998 -3.564 0.581
C 0.649901 -1.194227 1.263710 2.045 1.641 1.171
C -0.648011 -0.837184 0.841248 -1.558 2.409 -1.984
H -1.352249 -0.623868 1.652018 0.066 -0.518 -0.352
H 0.833269 -1.193697 2.354540 -0.132 -0.466 -0.233
H -1.014133 -1.399171 -0.024373 -0.182 0.354 0.249
Zn 2.956841 0.132793 0.204486 2.601 2.537 -0.805
C -0.278760 0.941263 -1.423140 2.079 -0.620 -1.541
C -0.327978 1.013779 0.003174 -2.290 -1.805 3.527
O -0.696844 -0.209500 -2.099847 -0.251 0.607 0.589
H 0.522741 1.460124 -1.968331 -0.244 -0.016 0.187
H -1.045337 1.799397 0.284887 -1.415 -0.826 0.011
H 0.243097 1.213855 0.915403 2.155 0.244 -1.413
H -1.534739 -0.044375 -2.551364 0.124 0.022 0.013
```
Forces are in eV/Å.

Computed properties:
ΔE to the lowest compared entry with this formula, charge and spin	95.3	kcal/mol
Kohn-Sham gap (alpha / beta)	6.6984 / 5.0133	eV
expectation value of S²	1.0234
E_tot	-56767.097	eV
2S+1	2

***

(5)
The following is a quantum chemistry calculation of a molecular structure, C4H7O3Ru in a non-equilibrium geometry, from OMol25.

```
15
Properties=species:S:1:pos:R:3:forces:R:3
H -1.585460 0.990560 2.060340 -0.664 -0.060 -0.385
O -0.177909 0.788654 -0.926366 -0.026 0.284 0.379
C 0.379640 -0.341853 -0.559127 -0.549 -0.376 -2.369
O 0.615763 -0.671675 0.596279 0.358 -0.920 0.119
O 0.587486 -1.097674 -1.599352 -0.259 0.968 0.574
C 1.007416 -2.448907 -1.377177 0.436 -0.816 0.196
H 1.955388 -2.459967 -0.827628 -0.233 -0.030 -0.170
H 0.238095 -2.991311 -0.815981 0.175 0.144 -0.165
H 1.134419 -2.881408 -2.372382 -0.047 0.153 0.292
C -0.502706 1.751260 0.056138 0.313 0.391 -0.473
H 0.299076 2.464952 0.250483 -0.213 -0.215 -0.015
C -1.819424 1.935502 0.383020 0.772 0.134 0.015
H -2.595128 1.432253 -0.200933 0.192 -0.195 0.609
H -2.078358 2.877960 0.869433 0.010 -0.470 0.162
Ru 0.213305 0.258021 2.363782 -0.264 1.009 1.232
```
Forces are in eV/Å.

Computed properties:
net charge	+1
ΔE to the lowest compared entry with this formula, charge and spin	28.6	kcal/mol
Kohn-Sham gap (alpha / beta)	6.8025 / 8.2164	eV
expectation value of S²	12.0081
E_tot	-12970.909	eV
2S+1	7

***

(6)
The following is a quantum chemistry calculation of a molecular structure, C4H8 in a non-equilibrium geometry, from OMol25.

```
12
Properties=species:S:1:pos:R:3:forces:R:3
C 1.898193 1.392772 0.308100 0.377 2.469 1.586
C 1.969394 -0.021392 0.282144 -2.473 -2.114 -1.401
C -2.350682 -0.681345 0.014325 0.734 -1.177 0.556
C 0.761719 -0.150607 -0.363688 0.770 0.640 -0.345
H 1.050530 1.896009 0.761341 0.064 -0.331 0.233
H 2.666320 -0.853257 0.358736 0.925 0.718 0.056
H -1.743029 -1.277557 0.722874 -0.516 0.134 -0.005
H -3.342655 -1.154470 -0.087254 0.285 0.317 -0.016
H -1.713887 -0.819080 -0.881092 -0.728 0.870 0.258
H 0.741116 -0.749802 -1.304308 -0.041 -1.057 0.348
H -2.382373 0.315498 0.473624 0.004 -0.184 -0.789
H 2.445352 2.103231 -0.284805 0.600 -0.286 -0.482
```
Forces are in eV/Å.

Computed properties:
net charge	-1
ΔE to the lowest compared entry with this formula, charge and spin	83.0	kcal/mol
Kohn-Sham gap (alpha / beta)	3.8266 / 6.4755	eV
expectation value of S²	0.7571
E_tot	-4271.936	eV
2S+1	2

***

(7)
The following is a quantum chemistry calculation of C4H8 in the gas phase in a non-equilibrium geometry, from OMol25.

```
12
Properties=species:S:1:pos:R:3:forces:R:3
C 0.645117 1.818842 -0.389870 1.001 -1.340 0.621
C 0.670019 0.295499 -0.114527 -0.738 1.745 -0.427
C -0.465258 -0.278700 0.202349 -1.697 -2.081 0.263
C -0.732037 -1.782314 0.358950 1.518 0.302 0.076
H 0.601461 2.326991 0.571331 -0.115 0.291 -0.064
H 1.587533 2.091966 -0.859325 -0.124 0.298 -0.210
H -0.203592 2.077101 -1.009855 -0.036 0.157 -0.071
H 1.580635 -0.260424 -0.245716 0.266 -0.167 0.009
H -1.420966 0.231829 0.298441 0.422 0.800 -0.090
H -0.209330 -2.171045 1.239614 -0.107 -0.020 -0.015
H -1.772824 -2.068608 0.449999 -0.169 0.256 -0.125
H -0.280759 -2.281133 -0.501389 -0.222 -0.241 0.033
```
Forces are in eV/Å.

Computed properties:
ΔE to the lowest compared entry with this formula, charge and spin	9.3	kcal/mol
Kohn-Sham gap	10.5513	eV
E_tot	-4276.789	eV

***

(8)
The following is a quantum chemistry calculation of C4H8 in the gas phase in a non-equilibrium geometry, from OMol25.

```
12
Properties=species:S:1:pos:R:3:forces:R:3
C 0.834180 1.310826 -0.051121 2.368 1.888 1.339
C 0.130866 0.206452 0.024381 -1.950 0.136 -1.355
C 0.754390 -1.137634 -0.061466 1.440 0.290 2.202
C -1.387194 0.148586 -0.042814 -1.801 0.385 2.440
H 1.980242 1.336480 0.140386 -1.994 -0.362 -0.737
H 0.404337 2.326271 -0.017860 -0.045 -0.725 -0.179
H 1.221404 -1.336919 0.963497 0.143 0.110 -1.563
H 0.063799 -1.946549 -0.155929 -0.463 -0.370 -0.575
H 1.447126 -1.025925 -0.893576 0.382 -0.908 0.316
H -1.635775 -0.869362 -0.306968 -0.308 -0.170 -0.298
H -1.777019 0.170538 1.139293 0.672 0.379 -3.091
H -2.036351 0.817239 -0.737823 1.557 -0.654 1.501
```
Forces are in eV/Å.

Computed properties:
ΔE to the lowest compared entry with this formula, charge and spin	26.0	kcal/mol
Kohn-Sham gap	10.3475	eV
E_tot	-4276.065	eV

***

(9)
The following is a quantum chemistry calculation of C4H8 in the gas phase in a non-equilibrium geometry, from OMol25.

```
12
Properties=species:S:1:pos:R:3:forces:R:3
C 1.870504 -0.023052 0.207071 2.231 3.580 1.339
C 0.723591 -0.328226 -0.254734 -3.489 -1.150 -1.328
C -0.501893 0.558327 -0.212561 -0.237 0.171 -1.404
C -1.757758 -0.253250 0.211520 -1.226 0.100 -0.014
H 2.118151 1.027522 0.538447 -0.584 -1.148 -0.066
H 2.702328 -0.631512 0.218871 1.515 -1.530 -0.145
H 0.540134 -1.333777 -0.685052 0.152 0.561 0.335
H -0.704498 1.039043 -1.220906 0.327 -0.839 0.781
H -0.307294 1.452774 0.415429 -0.281 -0.729 0.071
H -1.779328 -0.266991 1.320072 -0.057 -0.453 -0.567
H -1.894161 -1.345964 -0.207023 0.673 2.256 0.709
H -2.681999 0.336108 -0.087613 0.975 -0.819 0.290
```
Forces are in eV/Å.

Computed properties:
ΔE to the lowest compared entry with this formula, charge and spin	16.0	kcal/mol
Kohn-Sham gap	11.1084	eV
E_tot	-4276.500	eV

***

(10)
The following is a quantum chemistry calculation of C4H8 in the gas phase in a non-equilibrium geometry, from OMol25.

```
12
Properties=species:S:1:pos:R:3:forces:R:3
C 1.265937 0.269471 0.473058 5.141 3.304 5.177
C 0.031646 -0.364167 0.386779 -2.694 -3.884 2.710
C -1.138194 0.514239 -0.045389 -1.549 -0.644 2.770
C -0.390545 -0.503748 -0.920537 -1.881 -2.573 -5.562
H 0.997205 1.048535 1.383497 1.621 -1.212 -1.954
H 1.591260 0.947006 -0.461363 -0.344 -1.949 2.221
H 2.088180 -0.512607 1.079965 -1.761 2.505 -2.483
H -0.161707 -1.258629 1.076770 0.179 1.653 -0.697
H -2.157800 0.310304 0.666824 2.830 0.393 -2.760
H -0.775703 1.567785 0.036897 -0.800 -0.831 -0.811
H -0.577805 -1.473509 -1.618451 -0.998 1.932 2.418
H 0.383307 -0.123657 -1.527611 0.257 1.307 -1.029
```
Forces are in eV/Å.

Computed properties:
ΔE to the lowest compared entry with this formula, charge and spin	87.3	kcal/mol
Kohn-Sham gap	10.8305	eV
E_tot	-4273.407	eV

***

Among the records above, which one has the highest ΔE to the lowest compared entry with this formula, charge and spin?
C4H7O2